No. 1
{
  "formula": "C6H12O",
  "method": "ωB97M-V/def2-TZVPD",
  "symbols": ["C", "C", "C", "C", "O", "C", "C", "H", "H", "H", "H", "H", "H", "H", "H", "H", "H", "H", "H"],
  "xyz": [[-1.67305, -0.94191, -0.84190], [-0.78811, 0.06475, -0.20929], [-1.57437, 1.04156, 0.59810], [0.45757, -0.19529, 0.99962], [0.79711, -1.30638, 0.07361], [1.75360, -0.38642, 0.52808], [2.22971, 0.44871, -0.51543], [-2.40840, -0.46592, -1.48772], [-1.07907, -1.65045, -1.42425], [-2.18476, -1.52261, -0.06564], [-0.29659, 0.62755, -1.00191], [-2.06000, 0.51336, 1.43069], [-2.32925, 1.56004, 0.01813], [-0.89830, 1.78703, 1.03422], [0.29802, -0.74361, 1.93486], [2.31282, -0.92685, 1.27408], [1.65953, 1.00006, -1.24210], [2.95488, -0.10295, -1.11549], [2.82870, 1.19934, 0.01233]],
  "nbo_charge": [-0.631, -0.112, -0.616, -0.002, -0.522, 0.011, -0.634, 0.220, 0.228, 0.205, 0.195, 0.196, 0.190, 0.203, 0.193, 0.215, 0.233, 0.217, 0.210],
  "total_energy_ha": -310.88738,
  "relative_energy_kcal_mol": 107.9,
  "homo_lumo_gap_ev": 9.95
}

No. 2
{
  "formula": "C6H15N3O2",
  "method": "ωB97M-V/def2-TZVPD",
  "symbols": ["C", "C", "C", "C", "C", "C", "H", "H", "H", "H", "H", "H", "H", "H", "H", "H", "H", "H", "H", "H", "H", "N", "N", "N", "O", "O"],
  "xyz": [[-2.37424, 0.83232, -1.68805], [-1.70774, 0.13547, -0.62126], [0.98880, 0.42835, 0.34440], [1.33918, 0.56201, 1.79021], [0.45039, -0.98913, 0.15524], [-0.61803, -1.01164, -0.98949], [-2.35922, -0.03251, -2.70291], [-3.54977, 1.11906, -1.39517], [-1.86281, 1.91568, -1.90227], [-2.55051, -0.29084, -0.04373], [-1.87443, 2.05330, -0.12845], [0.23618, 2.38245, 0.54985], [1.77394, 0.50395, -0.45269], [0.27423, 1.47780, 2.25878], [1.26561, -0.61353, 2.56582], [2.59046, 2.44859, 2.37196], [3.58713, 1.17538, 1.49073], [-0.29361, -1.58059, 0.97604], [1.10189, -2.90646, -0.00118], [-0.12726, -0.38215, -1.91596], [-0.55828, -2.72065, -2.29158], [-1.29045, 1.18750, 0.25687], [0.11031, 1.53677, -0.01256], [2.73533, 1.42363, 2.11300], [1.57490, -1.92013, -0.28754], [-1.20115, -2.24598, -0.94082]],
  "nbo_charge": [-0.614, -0.162, -0.235, -0.178, 0.091, 0.050, 0.203, 0.224, 0.217, 0.212, 0.355, 0.370, 0.248, 0.201, 0.226, 0.381, 0.380, 0.200, 0.481, 0.189, 0.458, -0.475, -0.495, -0.940, -0.741, -0.646],
  "total_energy_ha": -551.90739,
  "relative_energy_kcal_mol": 285.0,
  "homo_lumo_gap_ev": 6.47
}

No. 3
{
  "formula": "C22H45F2N4O6S",
  "method": "ωB97M-V/def2-TZVPD",
  "symbols": ["C", "O", "C", "C", "C", "C", "C", "C", "S", "N", "N", "C", "O", "F", "C", "O", "F", "C", "C", "C", "C", "C", "O", "H", "H", "H", "H", "H", "H", "H", "H", "H", "H", "H", "H", "H", "H", "H", "H", "H", "H", "H", "H", "H", "H", "H", "C", "C", "C", "O", "C", "N", "H", "H", "H", "H", "H", "H", "H", "H", "H", "H", "H", "C", "C", "C", "O", "C", "N", "H", "H", "H", "H", "H", "H", "H", "H", "H", "H", "H"],
  "xyz": [[3.60954, -4.97470, 3.96894], [3.43033, -3.57397, 4.01131], [2.10398, -3.20661, 3.77080], [2.01017, -1.71658, 3.49665], [0.67603, -1.08933, 3.89980], [-0.22507, -0.75788, 2.71536], [-0.76473, -2.03934, 2.13687], [-1.11281, -2.09461, 0.68200], [-0.49885, -0.95874, -0.47635], [-1.89635, -3.07785, 0.43745], [-2.36323, -3.41883, -0.83237], [-1.21097, -3.68932, -1.70213], [-0.11403, -4.01329, -1.34609], [-1.58213, -3.52458, -2.93363], [-3.20097, -4.61665, -0.75361], [-4.39280, -4.60072, -0.59126], [-2.48657, -5.70878, -0.87323], [-2.23821, -3.79567, 1.69026], [-2.09853, -2.66411, 2.69279], [-3.22145, -1.65034, 2.71651], [-4.63080, -2.23563, 2.73755], [-4.86345, -3.39226, 3.71048], [-5.83791, -4.28997, 3.21300], [2.68311, -5.50149, 4.15177], [4.30533, -5.27918, 4.73212], [3.96402, -5.28461, 2.99579], [1.44409, -3.48343, 4.59123], [1.75833, -3.74239, 2.88406], [2.12804, -1.57397, 2.42960], [2.83749, -1.20176, 3.95783], [0.14264, -1.71902, 4.60018], [0.85217, -0.16114, 4.41864], [0.29674, -0.15559, 1.99368], [-1.05154, -0.19253, 3.11315], [-0.05404, -2.85803, 2.25763], [-1.60517, -0.56325, -1.13592], [-3.24438, -4.16864, 1.75918], [-1.45203, -4.51842, 1.84523], [-1.83780, -3.02975, 3.67087], [-3.14065, -1.03827, 1.82489], [-3.04925, -0.98428, 3.54263], [-4.95246, -2.51027, 1.74561], [-5.29315, -1.43959, 3.03453], [-3.95409, -3.94515, 3.94064], [-5.24803, -3.02352, 4.64354], [-5.49508, -4.75013, 2.45303], [3.61153, 0.92985, -4.99342], [3.24890, 1.60692, -3.67589], [2.51765, 0.68543, -2.68983], [1.14635, 0.46283, -2.98877], [0.90237, -0.55353, -3.94811], [2.49182, 2.82793, -3.96053], [2.74558, 0.80935, -5.64422], [4.33718, 1.53304, -5.53566], [4.05334, -0.05427, -4.82412], [4.18392, 1.90166, -3.19250], [2.52384, 1.17033, -1.70966], [3.04124, -0.27257, -2.57605], [1.62518, -1.36940, -3.86340], [0.91567, -0.15285, -4.96252], [-0.09703, -0.95272, -3.76299], [2.33383, 3.33121, -3.09086], [1.56004, 2.54931, -4.25614], [1.78355, 7.33260, -3.17229], [1.15984, 6.06975, -2.59072], [-0.34287, 6.19699, -2.30220], [-0.66080, 6.92281, -1.13321], [-0.69957, 8.33190, -1.28652], [1.91413, 5.66532, -1.39868], [1.92176, 8.10561, -2.41713], [2.76540, 7.10837, -3.58661], [1.16707, 7.74255, -3.97405], [1.27273, 5.28112, -3.34059], [-0.73905, 5.19085, -2.13274], [-0.87861, 6.60823, -3.16729], [-1.07943, 8.61840, -2.27068], [0.28512, 8.77637, -1.12784], [-1.37243, 8.72607, -0.52627], [1.55724, 4.77255, -1.06816], [1.67903, 6.31221, -0.65138]],
  "lowdin_charge": [-0.093, -0.160, -0.269, -0.145, -0.173, -0.156, -0.236, -0.484, 1.024, -0.014, 0.141, -0.515, 0.198, 0.219, -0.438, 0.227, 0.210, -0.008, -0.225, -0.136, -0.147, -0.247, -0.039, 0.080, 0.089, 0.088, 0.124, 0.109, 0.113, 0.123, 0.111, 0.117, 0.094, 0.114, 0.141, -0.040, 0.117, 0.158, 0.153, 0.124, 0.124, 0.111, 0.120, 0.109, 0.125, 0.068, -0.064, -0.425, -0.205, -0.236, -0.106, 0.053, 0.066, 0.081, 0.080, 0.140, 0.120, 0.121, 0.097, 0.082, 0.068, 0.051, 0.071, -0.062, -0.437, -0.213, -0.192, -0.100, 0.039, 0.067, 0.079, 0.081, 0.114, 0.117, 0.121, 0.092, 0.076, 0.088, 0.061, 0.070],
  "total_energy_ha": -2133.26360,
  "charge": 1,
  "homo_lumo_gap_ev": 6.26
}

No. 4
{
  "formula": "C17H32BaN2O6",
  "method": "ωB97M-V/def2-TZVPD",
  "symbols": ["C", "C", "O", "C", "C", "C", "C", "C", "C", "O", "C", "O", "O", "C", "C", "C", "N", "O", "C", "C", "N", "C", "C", "C", "O", "H", "H", "H", "H", "H", "H", "H", "H", "H", "H", "H", "H", "H", "H", "H", "H", "H", "H", "H", "H", "H", "H", "H", "H", "H", "H", "H", "H", "H", "H", "H", "H", "Ba"],
  "xyz": [[-3.77659, 0.61858, 1.06221], [-2.77213, 0.80230, 2.19000], [-2.04075, -0.43530, 2.39542], [-0.67791, -0.29071, 2.17568], [-0.06874, -1.61807, 1.46325], [0.98935, -2.50472, 2.22589], [2.40477, -1.92472, 2.53529], [3.43292, -2.23900, 1.44586], [2.47204, -0.43605, 2.92923], [-1.22563, -2.47193, 1.52775], [-1.24216, -3.35147, 0.47382], [-1.96725, -4.30617, 0.35040], [-0.25057, -2.92846, -0.36725], [-0.01496, -1.52613, -0.10781], [1.27604, -1.21685, -0.81258], [1.91780, 0.05844, -0.35990], [1.32927, 1.11093, -0.02014], [-1.11941, -0.78141, -0.39251], [-1.67133, -0.86874, -1.72806], [-1.67744, 0.41759, -2.49454], [-0.35665, 0.98019, -2.73955], [-0.41975, 2.32089, -3.34943], [0.29679, 3.37976, -2.55363], [0.08351, 4.75124, -3.17681], [1.69635, 3.12785, -2.54591], [-3.79195, -0.41294, 0.77447], [-3.55369, 1.23659, 0.20850], [-4.75100, 0.90987, 1.41130], [-2.11947, 1.64941, 2.05040], [-3.32446, 0.98816, 3.09358], [-0.40029, 0.60067, 1.64636], [-0.19737, -0.20605, 3.18333], [1.11961, -3.42971, 1.69310], [0.54450, -2.82024, 3.21528], [2.78211, -2.46431, 3.40335], [3.08156, -2.99232, 0.76686], [3.76773, -1.35331, 0.94197], [4.30054, -2.66662, 1.91429], [1.99239, 0.22833, 2.23127], [1.96936, -0.26939, 3.90258], [3.48127, -0.13230, 3.11661], [1.91675, -2.07422, -0.74921], [1.04937, -1.11234, -1.86184], [2.99568, 0.06554, -0.33908], [0.32374, 0.99928, -0.16096], [-2.70341, -1.14396, -1.59259], [-1.21172, -1.63937, -2.32885], [-2.14825, 0.21114, -3.45169], [-2.28680, 1.16536, -2.01047], [0.12617, 0.36482, -3.37561], [0.06225, 2.27095, -4.31841], [-1.44100, 2.61512, -3.54144], [-0.09077, 3.36016, -1.54053], [0.95148, 4.99828, -3.75905], [-0.78755, 4.78938, -3.80998], [0.02873, 5.47712, -2.38446], [1.84008, 2.30234, -3.00096], [-0.14316, -2.18347, 4.54519]],
  "lowdin_charge": [-0.025, -0.180, -0.154, -0.190, -0.227, -0.196, -0.378, -0.024, -0.047, 0.011, -0.464, 0.218, 0.124, -0.414, -0.033, -0.213, 0.159, -0.025, -0.108, -0.191, -0.045, -0.179, -0.437, -0.024, -0.033, 0.080, 0.072, 0.084, 0.126, 0.118, 0.112, 0.023, 0.148, -0.230, 0.125, 0.084, 0.074, 0.098, 0.061, 0.050, 0.104, 0.116, 0.127, 0.110, 0.044, 0.135, 0.140, 0.137, 0.117, 0.110, 0.138, 0.121, 0.126, 0.085, 0.078, 0.079, 0.067, 2.217],
  "total_energy_ha": -1252.65423,
  "charge": 2,
  "homo_lumo_gap_ev": 5.96
}